A structure of composition C32H42F5N5O7SSi3TeTi, computed with ωB97M-V/def2-TZVPD.

```
97
Properties=species:S:1:pos:R:3:forces:R:3:lowdin_spin:R:1
Ti 0.505586 1.396981 -0.032681 0.3099 0.5435 0.2961 0.952
F -0.216012 -4.027875 -5.238978 -0.0254 0.0401 0.0177 0.000
C -0.909377 -2.887681 -5.016734 0.0573 -0.0778 -0.0241 0.000
C -0.471976 -1.964206 -4.086258 0.0573 -0.0614 -0.0110 0.000
F 0.656344 -2.231043 -3.394111 -0.0752 0.0677 -0.1710 0.000
C -1.175892 -0.799938 -3.857802 -0.1209 -0.0690 -0.0664 0.000
F -0.683451 0.024956 -2.911499 -0.0372 0.0077 -0.1202 0.006
C -2.363418 -0.472391 -4.546169 0.0819 -0.0195 -0.0219 0.000
S -3.232496 0.977169 -4.295057 -0.0904 0.1114 0.0852 0.000
C -2.765639 -1.448125 -5.481322 0.0449 -0.0017 0.0528 0.000
F -3.883169 -1.258941 -6.203885 0.0233 -0.0170 -0.0007 0.000
C -2.070846 -2.615751 -5.714772 -0.0157 -0.0344 -0.0269 0.000
F -2.511344 -3.506742 -6.628640 0.0137 0.0308 0.0272 0.000
O -1.860912 4.447374 -0.233518 -0.0086 -0.0553 -0.0068 0.005
C -1.617428 3.315693 0.134117 -0.1208 0.3496 -0.0871 0.003
O -0.914025 2.484876 -0.622015 0.4134 -0.6146 0.2083 -0.012
C -2.103493 2.831409 1.463254 -0.0457 -0.0322 0.1426 0.015
C -3.118810 3.592146 2.051128 0.0912 -0.0967 0.0348 0.092
C -3.553933 3.250618 3.311857 0.0957 -0.0407 -0.0687 0.017
C -3.015726 2.190502 4.032841 0.1686 -0.1083 -0.1368 0.134
C -2.003298 1.410601 3.462167 -0.1084 0.0839 -0.0928 0.015
C -1.532056 1.733415 2.136277 0.0554 -0.1387 -0.1022 0.029
O -0.562982 1.043648 1.588516 -0.0240 0.2030 -0.1885 0.030
N -1.470050 0.385044 4.232096 0.2465 -0.2273 0.1806 0.266
O -1.791227 0.319838 5.465569 -0.0377 0.0446 -0.1091 0.221
O -0.687127 -0.507896 3.716414 -0.0512 0.1286 0.0659 0.187
N -4.604771 4.040452 3.921775 -0.4137 0.2404 0.1207 -0.002
O -5.001861 3.729973 5.037342 0.1035 0.0169 -0.1105 -0.011
O -5.067712 4.987893 3.297293 0.1007 -0.1174 0.0786 0.003
H -3.526254 4.435694 1.518608 -0.0084 0.0107 0.0005 0.005
H -3.354535 1.948005 5.023451 -0.0174 0.0011 0.0553 0.012
C 0.761801 4.274596 2.487328 0.0051 0.0040 0.0036 0.001
C 1.622703 4.304678 1.261665 0.0896 0.0574 -0.0273 0.000
C 2.407401 5.400797 0.940449 -0.0293 -0.0549 0.0471 0.000
C 3.148882 5.365321 -0.241429 -0.0157 -0.0533 -0.0277 0.001
C 3.124410 4.259503 -1.057361 0.0872 0.0806 0.0084 0.002
C 2.339753 3.151254 -0.668299 0.0559 0.0935 0.0019 0.006
N 1.614078 3.226056 0.474997 -0.2851 -0.1123 -0.0218 0.001
N 2.184731 1.976145 -1.300658 -0.1206 -0.2421 0.1230 0.005
Si 3.405079 1.278691 -2.294076 -0.0005 -0.0331 -0.2326 0.002
C 5.138365 1.674227 -1.630747 -0.0959 -0.0509 -0.0690 0.000
C 3.294230 1.858440 -4.087966 0.0362 -0.0735 0.1155 0.000
C 3.186040 -0.578255 -2.230585 0.0972 0.1361 -0.0087 0.002
H 1.208843 4.863685 3.288599 -0.0056 0.0060 -0.0125 0.000
H 0.618151 3.249384 2.826525 -0.0023 0.0027 0.0211 0.000
H -0.223951 4.689329 2.266222 0.0030 -0.0126 -0.0058 0.001
H 2.416505 6.266328 1.588507 0.0022 -0.0050 -0.0084 0.000
H 3.744402 6.225997 -0.526146 -0.0028 -0.0048 0.0012 0.000
H 3.670600 4.233471 -1.990844 -0.0128 -0.0049 0.0241 0.000
H 5.526685 2.639385 -1.961394 -0.0282 -0.0027 0.0142 0.000
H 5.838522 0.901695 -1.964249 -0.0138 0.0191 -0.0056 0.000
H 5.130055 1.668783 -0.537201 -0.0036 -0.0074 -0.0196 0.000
H 3.480057 2.931782 -4.184733 -0.0208 -0.0218 0.0344 0.000
H 2.293604 1.659580 -4.480335 0.0205 -0.0017 0.0161 0.000
H 4.019329 1.334608 -4.719326 -0.0207 0.0119 0.0237 0.000
H 3.574043 -0.965976 -1.283808 -0.0076 0.0417 -0.0063 0.000
H 3.708876 -1.081555 -3.049253 -0.0093 0.0132 0.0332 0.000
H 2.129759 -0.836426 -2.296011 -0.0250 0.0257 -0.0338 0.001
C 2.232481 -0.080290 3.928801 -0.2641 -0.0233 0.2272 0.005
C 2.301787 0.232169 2.523257 0.1065 0.0187 -0.1287 0.001
N 2.315138 0.482314 1.402715 -0.2265 0.0787 -0.1481 0.001
H 2.538558 0.787932 4.513158 -0.0244 -0.0349 -0.0079 0.000
H 2.876977 -0.927494 4.158104 -0.0250 -0.0267 -0.0084 0.000
H 1.161400 -0.321352 4.131191 0.1599 0.0304 -0.0077 0.002
C 0.138554 -5.406557 1.038239 0.0921 0.0228 0.0025 0.000
Si 1.701583 -4.496376 0.516508 -0.0025 -0.0255 0.0177 0.000
C 2.573988 -3.810228 2.038312 0.0200 -0.0857 -0.0477 0.000
C 2.875042 -5.705656 -0.345667 -0.0881 0.0746 0.0650 0.000
C 1.265061 -3.105956 -0.651053 -0.1354 -0.1150 0.0506 0.000
Te 0.045152 -1.641816 0.367995 -0.0049 0.0415 -0.1128 -0.001
C -1.779850 -2.233445 -0.560260 -0.0883 -0.0098 -0.0095 0.000
Si -3.364759 -1.535441 0.225491 0.0105 -0.0625 0.0460 0.000
C -3.618520 0.246190 -0.271078 0.0558 -0.0196 -0.0681 0.001
C -3.300384 -1.752908 2.090726 -0.0435 -0.0054 -0.1265 0.000
C -4.754473 -2.595559 -0.496798 0.0605 0.1025 0.0639 0.000
H 0.372119 -6.238304 1.709140 0.0022 0.0198 -0.0174 0.000
H -0.391016 -5.812826 0.172233 0.0260 0.0138 0.0018 0.000
H -0.543373 -4.734861 1.566588 0.0296 0.0093 -0.0177 0.000
H 2.884681 -4.624610 2.699930 -0.0081 0.0287 -0.0039 0.000
H 1.918536 -3.145004 2.605422 -0.0214 -0.0227 -0.0293 0.000
H 3.470471 -3.248827 1.757255 -0.0327 -0.0057 -0.0158 0.000
H 3.143054 -6.539312 0.309994 -0.0128 0.0224 -0.0098 0.000
H 3.798354 -5.199974 -0.641685 -0.0273 -0.0046 0.0110 0.000
H 2.419901 -6.118851 -1.249568 -0.0024 0.0154 0.0257 0.000
H 0.687088 -3.451095 -1.511897 0.0482 0.0159 0.1426 0.000
H 2.148172 -2.609211 -1.046970 0.0072 0.0136 0.0311 0.000
H -1.795246 -3.324584 -0.479214 -0.0068 0.0229 0.0120 0.000
H -1.737303 -1.969199 -1.619703 0.0203 -0.0028 0.0752 0.000
H -2.677870 0.771287 -0.452185 -0.0122 -0.0552 0.0771 0.000
H -4.163852 0.797275 0.500110 -0.0010 -0.0225 -0.0348 0.000
H -4.167497 0.314225 -1.213475 -0.0187 -0.0224 -0.0094 0.000
H -2.319810 -1.517294 2.517687 -0.0078 0.0407 -0.0246 0.001
H -3.553622 -2.777429 2.381259 0.0279 0.0028 -0.0289 0.000
H -4.023060 -1.085065 2.569493 -0.0062 -0.0296 -0.0138 0.000
H -4.770383 -2.506617 -1.586522 0.0014 -0.0037 0.0244 0.000
H -5.726279 -2.261466 -0.121442 0.0222 -0.0069 -0.0093 0.000
H -4.635859 -3.651003 -0.235226 0.0102 0.0307 -0.0036 0.000
```
Forces are in eV/Å.

Summary:
HOMO energy (spin up / spin down)	-0.95 / -2.09	eV
charge	-2
molar mass	995.5	g mol⁻¹
ΔE to the lowest compared entry with this formula, charge and spin	1.180	eV
multiplicity	3
max |F|	0.0150	Eh/bohr